## one
ORCA calculation (ωB97M-V/def2-TZVPD) on a 3-piece molecular cluster, C5H13NO2 overall.

Results
Gap between HOMO and LUMO (spin up / spin down), eV: 6.55 / 6.01
Multiplicity: 2
Total charge: +1

Each line ends with the Löwdin charge.
CARTESIAN COORDINATES (ANGSTROEM)
1 N 1.452 -1.047 1.066  0.07
2 C 0.159 -0.497 1.408  -0.24
3 C -2.483 -0.510 -0.974  0.25
4 C -2.657 0.449 -0.013  -0.08
5 C -1.595 1.053 0.685  0.11
6 C -0.162 0.684 0.476  -0.16
7 H 2.029 -0.016 -1.626  -0.03
8 H 1.933 -1.421 1.877  0.10
9 H -0.622 -1.262 1.356  0.12
10 H 0.135 -0.074 2.424  0.13
11 H -3.226 -1.190 -1.368  0.11
12 H 0.014 0.366 -0.558  0.10
13 H -3.598 0.991 0.013  0.12
14 H -1.953 1.988 1.119  0.15
15 H 0.515 1.508 0.700  0.13
16 H 1.804 -0.783 -3.032  0.03
17 H -1.440 -0.780 -1.134  0.09
18 O 1.380 -0.430 -2.260  -0.08
19 H 2.048 -0.370 0.540  0.02
20 H 3.602 0.567 -0.292  0.07
21 O 2.667 0.775 -0.408  -0.02

=====

## two
ORCA calculation (ωB97M-V/def2-TZVPD) on a 2-piece molecular cluster, C5H13NO2 overall.

Results
Gap between HOMO and LUMO (spin up / spin down), eV: 12.03 / 6.85
Multiplicity: 2
Total charge: +1

Each line ends with the Löwdin charge.
CARTESIAN COORDINATES (ANGSTROEM)
1 C 1.246 -1.394 1.087  0.03
2 N -0.072 -1.616 0.519  0.18
3 C -0.708 -0.625 -0.196  -0.39
4 C -0.394 0.796 0.145  -0.32
5 C -1.087 1.015 1.549  0.00
6 C -0.914 1.822 -0.854  -0.04
7 O -1.493 -0.971 -1.059  0.29
8 H 1.579 -2.316 1.562  0.12
9 H 1.926 -0.992 0.331  0.10
10 H 1.071 -0.659 1.856  0.10
11 H -0.309 -2.553 0.187  0.19
12 H 0.657 0.978 0.316  0.11
13 H -1.922 0.382 1.768  0.09
14 H -1.462 2.035 1.512  0.09
15 H -0.375 0.992 2.377  0.09
16 H -0.617 2.826 -0.563  0.10
17 H -0.473 1.647 -1.830  0.09
18 H -1.995 1.781 -0.920  0.10
19 H 1.895 0.322 -1.549  0.04
20 H 3.352 0.756 -1.660  0.08
21 O 2.627 0.661 -1.017  -0.05

=====

Going by the computed energies, the most stable comes first: two, one.

=====

## one
ORCA calculation (ωB97M-V/def2-TZVPD) on a 2-piece molecular cluster, C2H3ClSi overall.

Results
Gap between HOMO and LUMO, eV: 8.99

Each line ends with the Löwdin charge.
CARTESIAN COORDINATES (ANGSTROEM)
1 C -1.965 1.157 -0.017  -0.15
2 C -1.052 0.414 0.217  -0.23
3 Si 1.174 -0.927 0.082  0.31
4 Cl 2.785 0.259 0.038  0.26
5 H -2.577 1.977 -0.262  -0.03
6 H 0.787 -1.163 -1.326  -0.08
7 H 0.849 -1.717 1.268  -0.09

=====

## two
ORCA calculation (ωB97M-V/def2-TZVPD) on the molecule C2H3ClSi.

Results
SMILES: C#C[SiH2]Cl
Gap between HOMO and LUMO, eV: 11.38

Each line ends with the Löwdin charge.
CARTESIAN COORDINATES (ANGSTROEM)
1 C 0.844 -1.637 -0.770  0.05
2 C 0.605 -0.673 -0.099  -0.32
3 Si 0.090 0.671 0.957  0.12
4 Cl 0.952 0.659 2.801  0.23
5 H 1.016 -2.280 -1.578  0.02
6 H -1.406 0.300 1.212  -0.03
7 H 0.173 2.008 0.433  -0.07

=====

Going by the computed energies, the most stable comes first: two, one.

=====

## one
ORCA calculation (ωB97M-V/def2-TZVPD) on a 4-piece molecular cluster, C3H14O3S overall.

Results
SMILES: CCSC.O.O.O
Gap between HOMO and LUMO, eV: 9.03

Each line ends with the Löwdin charge.
CARTESIAN COORDINATES (ANGSTROEM)
1 C 0.971 -0.077 0.659  -0.20
2 C -0.067 -0.045 -0.444  -0.51
3 S -1.874 -0.424 0.028  0.76
4 C -2.736 1.111 0.175  -0.49
5 H 1.964 0.141 0.301  0.04
6 H 0.851 -0.973 1.312  0.08
7 H 0.798 0.609 1.510  0.07
8 H 0.144 -0.896 -1.145  0.06
9 H 0.082 0.840 -1.059  0.07
10 H -2.298 1.771 0.940  0.04
11 H -2.780 1.585 -0.844  0.04
12 H -3.781 0.890 0.417  0.03
13 O -5.438 -4.484 -1.364  -0.06
14 H -4.865 -5.079 -0.876  0.03
15 H -5.308 -4.611 -2.309  0.03
16 O 3.573 1.458 1.852  -0.07
17 H 3.550 0.603 2.335  0.06
18 H 4.389 1.361 1.339  0.02
19 O 4.664 2.065 -1.065  -0.05
20 H 3.856 1.943 -1.578  0.04
21 H 4.307 2.211 -0.184  0.00

=====

## two
ORCA calculation (ωB97M-V/def2-TZVPD) on a 4-piece molecular cluster, C3H14O3S overall.

Results
SMILES: CCSC.O.O.O
Gap between HOMO and LUMO, eV: 9.27

Each line ends with the Löwdin charge.
CARTESIAN COORDINATES (ANGSTROEM)
1 C 1.245 -1.575 -2.777  -0.22
2 C 0.467 -2.433 -1.870  -0.56
3 S -0.922 -1.525 -1.020  0.78
4 C -0.231 -0.420 0.256  -0.42
5 H 0.802 -0.538 -2.833  0.08
6 H 1.496 -2.112 -3.677  0.06
7 H 2.268 -1.455 -2.339  0.08
8 H 1.054 -3.156 -1.347  0.06
9 H -0.232 -3.026 -2.669  0.11
10 H 0.348 -0.979 1.034  0.05
11 H 0.492 0.228 -0.143  0.00
12 H -1.149 0.126 0.498  0.00
13 O 2.824 1.147 2.442  -0.01
14 H 3.352 1.334 3.105  -0.06
15 H 2.114 0.519 2.789  0.09
16 O 0.191 3.104 1.720  -0.04
17 H 0.335 3.687 1.029  -0.01
18 H 0.547 2.226 1.372  0.05
19 O -3.069 2.015 1.314  0.01
20 H -2.310 2.441 1.498  -0.06
21 H -2.818 1.540 0.544  0.01

=====

Going by the computed energies, the most stable comes first: one, two.

=====

## one
ORCA calculation (ωB97M-V/def2-TZVPD) on an isolated ion of composition C7H14NO and charge +1.

Results
Gap between HOMO and LUMO (spin up / spin down), eV: 6.76 / 6.76
Total charge: +1

Each line ends with the Löwdin charge.
CARTESIAN COORDINATES (ANGSTROEM)
1 C -1.918 -1.338 -0.471  -0.11
2 C -0.563 -0.530 -0.654  -0.24
3 C -0.677 0.926 -0.268  -0.15
4 C -0.896 1.251 1.154  0.01
5 C -0.157 1.966 -1.074  0.01
6 C 2.004 -0.963 0.001  -0.10
7 C 0.510 -1.349 0.146  -0.21
8 N -2.955 -0.365 -0.203  -0.06
9 O -3.749 -0.216 0.690  0.09
10 H -2.221 -1.639 -1.427  0.12
11 H -1.829 -2.176 0.161  0.11
12 H -0.320 -0.654 -1.768  0.17
13 H -1.707 0.689 1.671  0.11
14 H -1.122 2.363 1.265  0.14
15 H 0.034 0.981 1.565  0.10
16 H -0.177 1.657 -2.150  0.14
17 H 0.821 2.169 -0.826  0.10
18 H -0.689 2.942 -0.823  0.15
19 H 2.562 -1.360 0.913  0.10
20 H 2.285 0.197 -0.162  0.12
21 H 2.373 -1.478 -0.859  0.05
22 H 0.169 -1.206 1.282  0.15
23 H 0.425 -2.499 -0.167  0.17

=====

## two
ORCA calculation (ωB97M-V/def2-TZVPD) on an isolated ion of composition C7H14NO and charge +1.

Results
Gap between HOMO and LUMO (spin up / spin down), eV: 7.64 / 7.64
Total charge: +1

Each line ends with the Löwdin charge.
CARTESIAN COORDINATES (ANGSTROEM)
1 C 1.619 0.252 -1.053  0.00
2 C 2.287 -1.590 0.623  0.07
3 C -1.893 0.204 -1.198  -0.03
4 C -2.011 -1.370 0.763  -0.05
5 C 1.624 1.823 0.760  0.03
6 C -0.168 0.260 0.495  -0.01
7 C -1.075 -0.672 -0.220  -0.39
8 N 0.920 0.804 -0.001  -0.15
9 O 2.540 -1.017 -0.379  0.01
10 H 1.045 -0.285 -1.796  0.13
11 H 2.397 0.877 -1.473  0.14
12 H 1.419 -1.397 1.278  0.05
13 H -2.678 -0.408 -1.638  0.10
14 H -1.273 0.603 -1.997  0.08
15 H -2.362 1.032 -0.670  0.10
16 H -2.657 -0.647 1.255  0.09
17 H -1.455 -1.913 1.524  0.09
18 H -2.640 -2.081 0.235  0.10
19 H 0.921 2.446 1.308  0.11
20 H 2.200 2.453 0.086  0.11
21 H 2.313 1.363 1.475  0.12
22 H -0.543 0.688 1.417  0.16
23 H -0.531 -1.425 -0.795  0.14

=====

Going by the computed energies, the most stable comes first: two, one.

=====

## one
ORCA calculation (ωB97M-V/def2-TZVPD) on C17H36N6PdS2SbSe4 as an isolated structure.

Results
Gap between HOMO and LUMO (spin up / spin down), eV: 6.25 / 6.25
Total charge: -1

Each line ends with the Löwdin charge.
CARTESIAN COORDINATES (ANGSTROEM)
1 Pd -1.549 0.143 -0.538  0.04
2 Se -3.224 5.167 -0.168  -0.15
3 Sb -3.173 3.267 -1.659  -0.28
4 Se -3.756 1.012 -0.532  0.09
5 Se -0.899 2.150 -1.722  0.07
6 Se -4.200 3.445 -3.800  -0.21
7 C 0.707 -2.148 4.920  -0.11
8 C 1.875 -1.955 3.957  -0.27
9 C 1.673 -2.637 2.607  -0.21
10 C 0.527 -2.062 1.780  -0.27
11 N 0.725 -0.651 1.499  -0.01
12 C 1.425 -0.187 0.435  -0.85
13 S 2.105 -1.167 -0.762  0.63
14 N 1.541 1.152 0.415  -0.03
15 C 2.333 1.911 -0.535  -0.28
16 C 3.819 1.946 -0.190  -0.21
17 C 4.154 2.546 1.178  -0.26
18 C 4.031 1.567 2.346  -0.11
19 H 0.921 -1.708 5.895  0.07
20 H 0.495 -3.210 5.070  0.07
21 H -0.204 -1.680 4.545  0.05
22 H 2.790 -2.340 4.416  0.10
23 H 2.041 -0.887 3.793  0.09
24 H 1.483 -3.705 2.756  0.11
25 H 2.586 -2.557 2.012  0.09
26 H -0.423 -2.147 2.312  0.11
27 H 0.422 -2.619 0.851  0.04
28 H 0.010 0.012 1.830  0.07
29 H 0.984 1.660 1.089  0.11
30 H 1.917 2.919 -0.555  0.10
31 H 2.194 1.484 -1.529  0.07
32 H 4.310 2.528 -0.975  0.11
33 H 4.219 0.930 -0.257  0.09
34 H 3.520 3.422 1.357  0.11
35 H 5.181 2.919 1.153  0.10
36 H 3.005 1.230 2.496  0.05
37 H 4.375 2.023 3.276  0.07
38 H 4.639 0.678 2.163  0.07
39 C -3.639 -0.913 -5.149  -0.09
40 C -2.923 -0.533 -3.869  -0.27
41 N -3.010 -1.588 -2.839  0.00
42 C -1.950 -1.955 -2.093  -0.85
43 S -2.120 -2.242 -0.396  0.59
44 N -0.757 -2.133 -2.674  0.00
45 C -0.495 -2.536 -4.049  -0.23
46 C 0.964 -2.269 -4.378  -0.08
47 H -3.553 -0.101 -5.872  0.08
48 H -4.700 -1.078 -4.959  0.07
49 H -3.229 -1.826 -5.588  0.06
50 H -3.366 0.369 -3.440  0.04
51 H -1.876 -0.289 -4.036  0.10
52 H -3.826 -1.475 -2.250  0.08
53 H -0.006 -2.297 -2.010  0.05
54 H -1.139 -1.989 -4.731  0.09
55 H -0.730 -3.600 -4.166  0.12
56 H 1.190 -1.208 -4.270  0.08
57 H 1.184 -2.577 -5.400  0.07
58 H 1.623 -2.820 -3.704  0.07
59 N -2.530 3.185 2.561  0.05
60 C -2.868 2.311 3.558  -0.11
61 C -2.063 1.226 3.383  -0.16
62 N -1.262 1.407 2.274  0.01
63 C -1.576 2.601 1.817  -0.30
64 H -3.032 3.997 2.218  0.04
65 H -3.640 2.525 4.274  0.10
66 H -2.058 0.306 3.944  0.09
67 H -1.196 3.053 0.913  0.03

=====

## two
ORCA calculation (ωB97M-V/def2-TZVPD) on C17H36N6PdS2SbSe4 as an isolated structure.

Results
Gap between HOMO and LUMO, eV: 6.36
Total charge: -1

Each line ends with the Löwdin charge.
CARTESIAN COORDINATES (ANGSTROEM)
1 Pd 0.930 -0.196 -0.510  0.19
2 Se 0.548 -4.646 1.768  -0.18
3 Sb -0.660 -2.632 1.156  -0.28
4 Se 0.603 -0.609 1.856  0.16
5 Se -0.324 -2.197 -1.288  0.09
6 Se -3.023 -2.282 1.651  -0.21
7 C -4.024 1.606 4.001  -0.11
8 C -3.840 2.657 2.911  -0.27
9 C -2.384 3.079 2.723  -0.20
10 C -1.442 1.939 2.380  -0.29
11 N -1.887 1.215 1.209  -0.04
12 C -1.508 1.445 -0.048  -0.82
13 S -0.086 2.352 -0.428  0.58
14 N -2.305 0.907 -0.988  0.01
15 C -2.071 0.971 -2.417  -0.24
16 C -2.629 2.229 -3.069  -0.21
17 C -4.141 2.262 -3.260  -0.27
18 C -4.939 2.425 -1.975  -0.11
19 H -5.078 1.404 4.182  0.07
20 H -3.584 1.943 4.941  0.07
21 H -3.550 0.658 3.738  0.05
22 H -4.433 3.543 3.152  0.10
23 H -4.236 2.281 1.963  0.10
24 H -2.020 3.547 3.643  0.11
25 H -2.314 3.836 1.933  0.11
26 H -1.357 1.214 3.194  0.09
27 H -0.440 2.324 2.178  0.06
28 H -2.569 0.477 1.373  0.04
29 H -2.930 0.183 -0.658  0.11
30 H -2.529 0.077 -2.850  0.12
31 H -0.997 0.912 -2.596  0.06
32 H -2.147 2.324 -4.047  0.11
33 H -2.304 3.092 -2.478  0.10
34 H -4.459 1.350 -3.777  0.10
35 H -4.387 3.090 -3.931  0.10
36 H -4.802 1.586 -1.297  0.06
37 H -6.005 2.509 -2.186  0.06
38 H -4.630 3.324 -1.439  0.07
39 C 4.446 -3.286 3.670  -0.09
40 C 3.428 -2.236 3.257  -0.29
41 N 3.944 -1.311 2.263  -0.04
42 C 3.859 -1.431 0.927  -0.91
43 S 4.393 -0.137 -0.029  0.54
44 N 3.375 -2.576 0.429  0.00
45 C 3.329 -2.914 -0.978  -0.31
46 C 4.566 -3.670 -1.408  -0.09
47 H 4.017 -3.947 4.420  0.07
48 H 5.346 -2.826 4.081  0.07
49 H 4.738 -3.893 2.813  0.07
50 H 3.113 -1.637 4.116  0.11
51 H 2.514 -2.710 2.884  0.02
52 H 4.247 -0.400 2.557  0.10
53 H 2.861 -3.207 1.042  0.04
54 H 3.227 -1.986 -1.549  0.05
55 H 2.419 -3.504 -1.130  0.08
56 H 5.454 -3.055 -1.259  0.06
57 H 4.497 -3.930 -2.464  0.07
58 H 4.680 -4.591 -0.838  0.07
59 N 2.760 1.021 -4.065  0.07
60 C 2.099 -0.038 -4.652  -0.08
61 C 1.401 -0.625 -3.646  -0.18
62 N 1.621 0.049 -2.483  -0.10
63 C 2.439 1.024 -2.757  -0.22
64 H 3.395 1.658 -4.510  0.15
65 H 2.194 -0.274 -5.693  0.10
66 H 0.766 -1.497 -3.668  0.04
67 H 2.824 1.730 -2.041  0.11

=====

Going by the computed energies, the most stable comes first: two, one.